Molecular formula: C25H28Cl2N2O4Ti
Method: DFT, wB97M-V/def2-TZVPD

Lowest unoccupied orbital energy (alpha / beta), eV: 3.70 / 3.69
Gap between HOMO and LUMO (alpha / beta), eV: 3.187 / 2.751
E, eV: -85710.3534
Molar mass, g/mol: 539.3
Total charge: -2
Energy relative to the best compared isomer or geometry (same formula, charge and spin), kJ/mol: 471.8

Cartesian coordinates (Å):
C 0.29406 -1.30192 -3.04088
C 1.19583 -0.24180 -3.29166
C 0.45290 0.97704 -3.34790
C 2.66803 -0.35712 -3.46841
C -0.90257 0.66770 -3.05835
C -0.99048 -0.72710 -2.87049
C -2.23255 -1.45249 -2.51464
C 0.67596 -2.71491 -2.93105
C 1.01259 2.30081 -3.70296
C -2.03987 1.60010 -3.04908
Ti 1.44329 0.94008 1.22401
Cl 2.99136 1.94700 0.42287
Cl 1.87237 -1.30850 1.20683
O -0.10500 1.41418 0.35176
H 2.93240 -1.38118 -3.73300
H 3.19498 -0.07517 -2.55127
H 3.00149 0.31381 -4.25821
H 1.52597 2.75900 -2.85309
H 0.22454 2.97755 -4.03779
H 1.74820 2.19557 -4.50766
H -1.73325 2.61407 -2.76819
H -2.81678 1.25040 -2.35158
H -2.50257 1.66947 -4.04973
H -3.11205 -0.95048 -2.91907
H -2.33805 -1.58808 -1.42796
H -2.18214 -2.45037 -2.94497
H 1.40886 -2.88088 -2.13700
H 1.13611 -3.07775 -3.85726
H -0.19297 -3.32543 -2.69352
H -0.78301 2.01278 0.70434
O -1.63497 -2.81241 0.01495
H -0.88288 -2.52040 0.44621
O 0.53965 3.26542 2.81653
C 0.70200 2.33618 3.58513
N 0.20542 2.20328 4.87620
C 0.19559 0.88379 5.38043
C 0.27735 0.19873 4.02314
O -0.23489 -0.88558 3.80771
N 1.10584 1.01656 3.23857
C 1.56263 0.61228 6.00503
C 2.50084 -0.17645 5.35641
C 3.79727 -0.34446 5.86663
C 4.12966 0.28229 7.06429
C 3.19199 1.07920 7.73917
C 1.89920 1.21087 7.22226
C -1.05566 0.67791 6.28491
C -0.96652 -0.10394 7.43322
C -2.11345 -0.32106 8.20249
C -3.31232 0.30215 7.81934
C -3.39545 1.15377 6.70049
C -2.23461 1.33293 5.94120
H 0.02633 2.99752 5.49570
H 2.27715 -0.64503 4.39086
H 4.48665 -0.97774 5.28481
H 5.13180 0.09177 7.46502
H 3.46196 1.58216 8.66132
H 1.16576 1.81959 7.76415
H -0.00364 -0.51051 7.73004
H -2.06984 -0.93427 9.11001
H -4.23328 0.12713 8.37977
H -4.29540 1.69649 6.39477
H -2.20785 2.01846 5.09121